DFT (wB97M-V/def2-TZVPD) results for a structure of composition C28H27Cl3F5GeN3OSSe4V.

As for the multiplicity: 4. The HOMO energy (alpha / beta) is 0.250 / -0.734 eV. As for the expectation value of S²: 3.777. The value obtained for the HOMO-LUMO gap (alpha / beta) is 3.099 / 4.083 eV. The total charge is -2. The calculation puts the LUMO energy (alpha / beta) at 0.12308 / 0.12306 Ha.

XYZ file:
```
74
Properties=species:S:1:pos:R:3:forces:R:3:lowdin_charge:R:1
Se -0.560 0.828 2.502 -0.1764 0.5775 1.3048 0.762
Se 2.098 -1.151 1.221 1.1149 -0.7634 0.5898 0.639
Se -0.686 -2.883 1.423 -0.4519 0.6508 0.5321 0.485
Se 0.646 1.980 -0.581 0.3787 1.4844 -0.7246 -0.134
Ge -1.250 -0.463 5.324 0.5085 0.1736 -0.0685 0.766
V 0.080 -0.053 0.372 -0.4338 -1.5531 -0.7346 -0.371
Cl -2.338 4.071 3.223 -0.1455 0.1926 0.0160 0.735
Cl -8.274 2.072 0.955 -0.0688 0.0966 -0.1319 0.722
Cl -7.940 -1.670 4.737 -0.0419 -0.0786 0.0931 0.658
S -1.642 5.714 0.838 -0.4019 -0.1938 0.0148 1.013
F 4.521 -0.243 2.939 0.1707 0.0508 0.0892 0.050
F 6.877 0.832 2.134 -0.0090 0.0393 0.0288 0.072
F 3.071 -0.361 -1.545 0.0096 0.0498 -0.4167 0.056
F 7.293 1.403 -0.484 -0.0051 0.0207 -0.0033 0.074
F 5.400 0.828 -2.328 -0.0441 0.0050 -0.0806 0.090
O -5.968 3.846 1.541 -0.2401 -0.0074 0.0875 -0.134
N -1.983 0.163 -0.049 -0.7580 -0.1601 -0.2733 -0.105
N 0.432 -4.809 -0.521 -0.0396 0.0665 0.0315 -0.023
N -3.898 1.241 0.025 -0.0679 -0.2770 -0.2263 -0.066
C 5.139 0.577 -1.033 0.1013 0.0074 0.0798 -0.149
C -2.831 5.043 1.895 0.2319 0.3645 -0.2081 -0.929
C -7.154 -0.451 3.786 0.1167 0.2455 -0.2304 -0.663
C 0.199 -0.171 4.018 -0.6330 -0.0111 0.1598 -0.556
C 5.900 0.574 1.237 0.1054 0.0492 0.0355 -0.160
C -4.115 6.211 0.390 -0.0181 0.1031 -0.1738 -0.155
C -5.350 4.913 2.242 0.0533 0.0615 -0.0553 -0.158
C -0.403 -1.013 7.032 -0.3475 -0.0461 -0.1743 -0.233
C 3.952 0.002 -0.630 0.0236 -0.0968 0.7599 -0.285
C -4.197 -0.103 0.114 0.1000 -0.1886 -0.0357 -0.062
C 0.016 -4.025 0.226 0.3261 -0.6521 -0.5634 -0.930
C -4.828 2.330 0.081 -0.1615 0.1381 0.2945 -0.058
C 6.116 0.867 -0.094 0.0433 -0.0229 -0.0141 -0.156
C -7.279 1.247 2.113 0.4074 0.0175 0.0239 -0.575
C -5.199 0.768 3.176 0.0014 0.1795 -0.2187 0.000
C -5.797 -0.219 3.933 -0.1601 -0.2412 0.2092 -0.085
C -2.873 6.472 -0.094 0.2610 -0.0959 0.1946 -0.404
C -5.914 1.532 2.252 -0.2679 0.0977 0.3940 -0.165
C -7.904 0.277 2.877 0.0347 -0.1715 0.1634 -0.144
C -2.554 1.342 -0.079 -0.0832 0.2418 -0.0278 -0.221
C -5.196 2.657 1.539 0.0480 -0.0494 -0.4306 -0.291
C -2.482 -1.776 4.533 0.0902 0.1518 0.1901 -0.221
C 0.493 2.439 2.797 0.0516 -0.0324 0.0910 -0.421
C -2.221 1.237 5.633 0.0389 -0.2334 0.0592 -0.233
C -4.108 5.389 1.549 0.0868 -0.1487 0.2721 -0.334
C 4.701 0.015 1.632 -0.3900 -0.0062 -0.3875 -0.263
C -3.002 -0.757 0.062 -0.3990 0.1598 -0.0224 -0.144
C 3.689 -0.281 0.721 0.4549 0.2540 -0.4090 -0.493
H -2.813 -1.815 0.112 0.0898 0.0200 0.0188 0.035
H 0.250 -1.870 6.872 -0.0077 -0.0202 -0.0204 0.012
H -4.376 3.221 -0.355 0.0614 -0.0404 -0.0081 0.137
H -3.271 1.055 5.873 0.0092 0.0101 0.0529 0.006
H 0.410 2.758 3.840 0.0043 -0.0984 0.0034 0.017
H -5.118 4.618 3.272 -0.0417 0.0018 -0.0117 0.119
H -2.600 7.059 -0.956 -0.0199 -0.0139 -0.0240 0.063
H -1.769 1.801 6.450 -0.0029 0.0115 0.0070 0.012
H -4.258 2.836 2.069 -0.0406 -0.2071 -0.0341 0.097
H -6.104 5.702 2.260 0.0728 0.0441 0.0684 0.129
H -2.630 -1.503 3.486 -0.0460 -0.0304 -0.0217 -0.004
H -5.025 6.581 -0.062 -0.0166 -0.0037 -0.0078 0.112
H -1.145 -1.270 7.790 0.0267 -0.0076 0.0434 0.001
H 0.201 -0.182 7.398 0.0005 0.0140 0.0021 0.008
H -5.225 -0.800 4.642 0.0003 0.0335 -0.0650 0.083
H -4.135 0.950 3.292 0.0233 0.0258 -0.0048 0.113
H 1.515 2.207 2.506 0.0149 0.0209 0.0255 0.018
H -5.726 2.090 -0.490 -0.0123 -0.0063 0.0023 0.120
H 0.099 3.196 2.124 0.1184 -0.1028 -0.0696 -0.054
H 1.059 0.389 4.380 -0.0172 -0.0199 0.0843 0.025
H -2.018 2.276 -0.191 0.1633 -0.0285 -0.0312 0.047
H -3.450 -1.782 5.037 0.0716 -0.0345 0.0412 -0.008
H -2.070 -2.784 4.553 0.0583 0.0096 -0.0316 0.014
H 0.550 -1.119 3.616 0.0658 -0.0051 -0.0002 -0.045
H -5.207 -0.462 0.221 -0.0026 0.0120 -0.0551 0.115
H -2.180 1.834 4.722 0.0107 -0.0390 0.0108 -0.070
H -8.963 0.091 2.773 0.0012 0.0053 -0.0785 0.097
```
Forces are in eV/Å.



DFT (wB97M-V/def2-TZVPD) results for a cluster of 5 separate species, C28H27ClO18PS in total.

As for the multiplicity: 1. The HOMO energy is -11.069 eV. The value obtained for the HOMO-LUMO gap is 7.072 eV. The total charge is +1. The calculation puts the LUMO energy at -0.14688 Ha.

XYZ file:
```
76
Properties=species:S:1:pos:R:3:forces:R:3:lowdin_charge:R:1
Cl 0.179 -4.791 -0.859 0.0699 0.2043 0.0693 0.405
S 1.215 -3.796 0.600 -0.6977 0.4659 0.3133 0.302
P -2.084 -1.376 0.206 -0.2448 0.4808 0.1673 1.114
O 2.281 5.414 0.278 0.2475 0.2895 0.0885 0.125
O -0.095 3.171 4.659 -0.1470 -0.1951 -0.0555 0.126
O 2.846 6.260 2.717 0.1730 0.1740 -0.2684 0.143
O -1.696 -11.494 2.176 -0.0865 -0.2089 -0.1635 0.125
O 0.335 -3.596 1.696 -1.3852 0.6705 0.0297 -0.347
O -0.590 2.275 2.210 -0.0889 -0.1428 0.2380 0.060
O 6.586 8.037 -2.840 -0.0614 0.2107 0.2545 0.123
O -5.720 -0.683 -0.341 0.4869 -0.0406 -0.1548 0.046
O 1.869 -7.670 0.561 0.0268 0.2157 0.1321 0.091
O -4.855 0.637 -2.453 0.2184 -0.1438 0.0865 0.098
O -8.582 2.799 0.914 -0.1048 0.2769 -0.0531 0.146
O 4.622 7.342 -1.219 0.1135 0.1970 0.0610 0.115
O 4.113 3.468 -3.800 0.0870 -0.1788 -0.1882 0.099
O 0.815 -7.618 2.972 0.1648 0.2613 -0.0916 0.109
O -7.759 4.111 -1.229 -0.2086 0.1739 0.1890 0.140
O -0.587 -11.587 -0.217 -0.2291 -0.2350 0.0498 0.118
O 2.380 -4.505 0.903 1.9324 -1.2246 -0.3898 -0.286
O 6.132 4.123 -5.382 -0.1293 -0.2197 -0.0381 0.123
C 1.654 -2.237 -0.169 -0.6992 0.6853 0.2798 -0.242
C -7.195 0.999 0.392 0.2157 -0.3041 -0.0530 0.075
C 4.279 5.375 -2.431 -0.1209 -0.3004 -0.1040 0.070
C 6.464 6.108 -4.191 0.0179 0.2037 0.1382 0.082
C -0.248 -10.652 0.478 0.4134 0.3898 -0.2660 -0.315
C -6.216 0.427 -0.502 -0.4732 0.1599 0.4666 -0.317
C 0.526 3.755 3.644 0.1351 0.1978 0.1962 -0.238
C -1.141 0.143 0.022 0.4310 -0.5613 -0.4621 -0.355
C -6.254 2.446 -1.945 -0.0774 0.1856 0.0219 0.087
C -5.768 1.231 -1.686 -0.0567 0.2208 -0.2092 -0.243
C 2.041 5.360 2.653 -0.2339 -0.1760 0.6143 -0.303
C 0.195 3.212 2.285 0.2055 0.2421 -0.5197 -0.303
C 0.817 3.818 1.129 -0.2389 -0.3308 0.1301 0.066
C 1.023 -8.637 0.884 0.0623 -0.1462 -0.2956 -0.244
C 6.061 6.974 -3.093 0.2601 -0.2834 -0.4951 -0.313
C -0.501 -9.553 2.694 0.1333 0.2393 0.0645 0.075
C 1.205 -0.975 0.618 0.2398 -0.0791 -0.6315 -0.193
C 0.388 0.048 -0.189 -0.4571 -0.5377 0.4712 -0.202
C 1.393 4.761 3.812 0.1453 0.1398 -0.1082 0.090
C 5.815 4.956 -4.404 0.2479 0.2338 -0.0829 -0.242
C 1.686 4.828 1.290 -0.1824 -0.2338 -0.2379 -0.227
C 4.928 6.524 -2.215 -0.2378 -0.1930 0.1080 -0.235
C -0.835 -10.545 1.857 -0.0129 0.1686 0.3144 -0.243
C 0.453 -8.543 2.271 -0.4115 -0.3757 0.2843 -0.316
C -7.259 3.023 -1.056 0.4046 -0.1539 -0.4292 -0.304
C -7.692 2.221 0.141 0.0136 -0.2942 0.1861 -0.234
C 4.667 4.520 -3.539 -0.1933 0.2697 0.4197 -0.314
C 0.692 -9.627 0.047 -0.1349 -0.1940 -0.0839 0.077
H -1.401 0.785 0.848 -0.0258 0.1690 0.5818 0.062
H 1.098 -9.704 -0.952 0.0321 0.0054 0.0060 0.136
H 0.742 1.026 0.074 0.2073 0.5355 0.0729 0.087
H 0.756 -1.218 1.564 -0.2915 -0.1970 0.3945 0.101
H 2.861 6.108 0.657 0.0580 0.0671 -0.1091 0.128
H 0.557 3.432 0.153 0.0143 0.0790 -0.0417 0.128
H -1.882 -1.983 1.438 0.1767 -0.2873 -0.0015 0.016
H -0.663 2.478 4.276 -0.0372 -0.0258 0.0531 0.118
H 2.724 -2.269 -0.221 0.6019 -0.2142 0.0222 0.101
H 7.290 6.431 -4.808 -0.0003 -0.0185 -0.0278 0.139
H -5.938 3.032 -2.796 -0.0067 -0.0178 -0.0240 0.141
H -1.752 -12.083 1.398 -0.0195 -0.0556 0.0013 0.125
H -0.917 -9.468 3.688 -0.0083 -0.0393 0.0123 0.136
H 0.575 -0.074 -1.242 0.1444 -0.0899 -0.4743 0.113
H -3.448 -1.066 0.153 -0.0601 -0.0502 -0.0285 -0.012
H 1.640 5.157 4.786 -0.0143 -0.0209 0.0242 0.143
H 2.132 -0.486 0.854 0.3949 0.3271 0.3460 0.114
H -7.499 0.414 1.249 -0.0549 0.0208 0.0062 0.139
H 3.462 5.049 -1.804 -0.0200 0.0145 -0.0020 0.112
H -4.714 -0.241 -2.054 -0.1453 -0.1087 -0.0764 0.099
H 5.240 8.097 -1.289 0.0067 0.0477 0.0201 0.126
H 1.300 -2.179 -1.183 -0.2810 -0.3810 -0.4283 0.083
H -1.552 0.613 -0.858 -0.3565 0.2255 -0.3664 0.094
H -1.862 -2.279 -0.827 0.1412 -0.2257 0.0390 0.004
H -8.777 3.669 0.513 -0.0698 0.0357 0.0385 0.133
H 5.510 3.375 -5.315 -0.0053 -0.0414 -0.0456 0.120
H 1.936 -7.094 1.348 0.0865 0.0423 0.0143 0.100
```
Forces are in eV/Å.



DFT (wB97M-V/def2-TZVPD) results for a structure of composition C28H27N3PtSSi.

As for the multiplicity: 3. The energy above the lowest of the compared OMol25 structures with the same formula, charge and spin comes out at 169.51 kJ/mol. The HOMO energy (alpha / beta) is -4.788 / -6.665 eV. As for the expectation value of S²: 2.009. The value obtained for the HOMO-LUMO gap (alpha / beta) is 4.539 / 6.089 eV. The calculation puts the LUMO energy (alpha / beta) at -0.00916 / -0.02117 Ha.

XYZ file:
```
61
Properties=species:S:1:pos:R:3:forces:R:3:lowdin_charge:R:1
Pt 0.000 0.000 0.000 0.0035 -1.4540 -3.6521 1.021
S 0.210 -4.730 0.321 0.3551 -0.8426 -0.9704 1.094
Si -0.082 -0.883 -2.354 -0.4182 0.5277 0.0184 0.621
N -0.684 -2.122 3.895 0.1205 -2.8811 -0.6147 0.190
N -0.008 -2.170 0.440 1.8554 -4.2421 -2.6439 -0.099
N -0.415 -0.515 2.284 -1.4333 -2.0924 4.7926 0.085
C 0.134 2.122 -0.820 -0.5572 1.1221 -0.5306 -0.244
C 1.072 2.000 0.229 0.4125 0.0309 0.5159 -0.183
C -1.049 1.597 5.470 0.2015 -0.6789 -1.0617 -0.081
C 3.336 -2.065 -4.489 0.0696 0.0153 -0.0362 -0.097
C -1.494 -3.816 -5.440 -0.0074 -0.0461 -0.0128 -0.041
C -1.145 0.516 6.348 0.0410 -0.7404 -0.1749 -0.092
C 2.091 -2.052 -3.873 0.0277 0.0799 0.0781 -0.125
C 3.617 0.254 -3.948 -0.0463 0.0021 0.0248 -0.091
C -1.648 1.570 -5.384 -0.0544 -0.0193 -0.0590 -0.094
C -0.833 0.706 -4.662 -0.0752 -0.0411 0.0147 -0.104
C 1.585 -0.898 -3.269 -0.0789 -0.0924 0.1109 -0.342
C -0.252 -2.707 1.631 0.0344 -3.7943 -1.2520 -0.391
C 0.359 1.744 1.427 0.6029 1.7620 0.4404 -0.254
C -0.657 0.062 3.569 -0.2071 1.6294 0.2313 -0.158
C 0.310 -3.215 -0.395 -0.2787 1.3988 1.7069 -0.457
C -0.817 1.396 4.098 -0.1155 -0.3952 0.8749 -0.019
C -0.216 -4.088 1.782 -0.2296 1.2862 0.6521 -0.346
C -2.494 0.562 -2.956 -0.0054 -0.0770 -0.1180 -0.151
C -0.475 -1.813 2.606 -0.1680 3.3123 1.1444 -0.301
C -0.796 -0.957 4.497 -0.5439 1.7960 3.1713 -0.251
C -3.318 1.415 -3.674 -0.0523 -0.0235 -0.0820 -0.099
C -1.018 1.708 1.111 0.0019 0.8013 0.4901 -0.221
C -1.235 0.182 -3.431 0.1613 0.1679 0.0683 -0.327
C -2.896 1.926 -4.895 0.0491 -0.0074 0.0471 -0.101
C -1.026 -0.781 5.860 -0.1107 0.9696 0.5193 -0.012
C -1.159 1.939 -0.278 0.0263 0.5162 -0.7660 -0.201
C 4.104 -0.910 -4.528 -0.0558 -0.0476 -0.0238 -0.101
C 2.379 0.251 -3.322 0.1025 -0.0497 0.0387 -0.118
H -1.158 2.604 5.854 0.0153 -0.0145 -0.1583 0.102
H 5.074 -0.916 -5.010 -0.0014 -0.0035 -0.0033 0.097
H 2.027 1.159 -2.848 -0.0016 0.0633 -0.0070 0.084
H -2.838 0.188 -1.998 0.0059 -0.0725 0.0529 0.087
H -1.518 -4.781 -5.937 -0.0055 -0.0764 -0.0513 0.011
H -0.785 2.320 3.549 0.1279 -0.2031 -0.5414 0.089
H 0.131 0.429 -5.070 0.0516 0.0303 -0.0039 0.092
H -0.575 -2.296 -2.599 -0.0269 0.2684 -0.0654 -0.030
H 0.349 2.315 -1.857 -0.0054 -0.0033 -0.0745 0.095
H 3.704 -2.976 -4.944 0.0039 -0.0100 -0.0046 0.098
H -3.533 2.598 -5.456 -0.0001 0.0059 -0.0013 0.096
H 0.790 1.604 2.404 0.1875 0.1244 -0.3649 0.088
H -0.740 -3.066 4.339 0.1191 1.5022 -0.8011 0.199
H -1.820 1.529 1.808 -0.0479 -0.0150 -0.2260 0.103
H -4.293 1.682 -3.283 -0.0057 0.0096 0.0063 0.098
H -1.778 -3.039 -6.144 -0.0031 0.0623 -0.0162 0.019
H -2.192 -3.821 -4.607 -0.0199 0.0325 0.0551 0.014
H 0.712 -3.171 -1.378 -0.0401 0.4271 -0.4733 0.009
H -1.323 0.686 7.402 0.0083 -0.0357 -0.0136 0.101
H 2.142 2.082 0.135 0.0357 0.0230 -0.0014 0.104
H 4.208 1.162 -3.978 -0.0023 0.0035 0.0070 0.099
H -0.491 -3.622 -5.071 0.0312 0.0506 0.0238 -0.009
H -2.077 1.950 -0.839 0.0073 0.0789 0.0592 0.089
H -0.388 -4.652 2.689 -0.0374 -0.0407 -0.2604 0.078
H -1.113 -1.630 6.526 0.0094 -0.0473 -0.0370 0.108
H 1.499 -2.960 -3.859 -0.0381 -0.0648 -0.0353 0.074
H -1.309 1.958 -6.336 0.0050 0.0121 -0.0064 0.098
```
Forces are in eV/Å.



Number 1: E_tot -16227.4589 Eh. Number 2: E_tot -3636.9121 Eh. Number 3: E_tot -2054.2684 Eh.